# 1
Entry from the Open Molecules 2025 dataset: a cluster of 3 separate species, C26H53INO5S2 in total (ωB97M-V with the def2-TZVPD basis set).

Geometry as XYZ:
```
88
Properties=species:S:1:pos:R:3:forces:R:3:mulliken_charge:R:1
I 0.553 -2.825 -2.293 0.02 0.09 -0.07 0.1617
S 3.387 -3.828 -7.013 -0.04 -0.10 0.06 1.2070
S -1.247 4.721 4.907 0.02 0.02 -0.06 1.3115
O -0.302 4.415 5.950 0.02 -0.01 -0.01 -0.6988
O -0.841 4.607 3.525 -0.04 0.01 -0.02 -0.6290
O 4.699 -4.390 -6.877 0.02 0.07 -0.02 -0.6847
O -0.212 2.267 -1.752 0.02 0.03 0.01 -0.3268
O 3.224 -2.411 -7.265 -0.03 0.12 -0.01 -0.6763
N 0.759 0.257 -4.568 0.11 0.08 0.09 0.0176
C 1.885 -1.455 -3.292 0.06 -0.03 0.02 -1.0392
C -1.669 -4.507 2.657 0.04 0.01 -0.06 -0.9457
C -0.467 3.628 -1.422 0.02 0.00 0.09 -0.8381
C 2.002 -0.094 -2.600 0.01 0.14 0.08 0.1203
C 0.922 1.799 2.889 -0.03 -0.03 0.08 -0.9327
C -3.588 4.698 6.078 0.00 -0.01 0.01 -0.7678
C 0.574 2.116 -2.893 0.13 -0.01 0.03 -1.0416
C 2.599 1.149 1.057 0.07 -0.05 -0.05 -1.1997
C -0.501 1.221 3.040 0.08 0.00 0.07 -0.0828
C 2.824 1.123 -0.462 0.02 0.04 -0.04 -0.4029
C 2.375 -4.186 -5.584 -0.02 -0.16 0.09 0.5267
C 0.742 0.616 -3.091 -0.06 -0.16 -0.01 -0.1848
C 2.204 -0.129 -1.084 -0.14 -0.04 -0.06 -1.0754
C -3.453 6.103 5.476 0.01 0.01 0.01 -0.6071
C -2.330 -1.859 4.337 0.08 -0.07 0.07 -0.4383
C -3.304 -2.734 3.536 0.04 -0.02 -0.08 -0.7781
C 1.271 -5.403 -7.374 -0.01 0.04 -0.03 -0.7910
C 2.394 -4.756 -8.194 0.02 0.00 -0.03 -0.6848
C -1.964 6.345 5.212 -0.02 0.01 0.02 -0.7951
C -2.938 -4.216 3.450 0.03 0.01 0.07 -0.5096
C -0.644 0.095 4.086 -0.01 -0.03 0.06 -0.8395
C -1.182 -1.239 3.525 0.02 -0.03 -0.02 -0.4386
C 1.383 -1.127 -4.700 -0.06 0.11 -0.05 -0.6468
C 1.379 1.987 1.434 -0.05 0.05 0.00 -0.1812
C 1.002 -4.482 -6.173 0.02 -0.01 -0.03 -0.5415
C -2.748 3.782 5.196 -0.02 0.01 0.01 -0.5282
H -0.789 -4.045 3.106 -0.04 -0.01 0.02 0.1992
H 0.626 -1.811 -5.071 0.02 0.05 -0.01 0.3470
H 3.888 1.169 -0.710 -0.02 -0.07 -0.01 0.4794
H -1.527 -1.090 2.496 -0.04 0.06 0.05 0.3145
H 0.975 2.754 3.411 0.01 -0.04 0.03 0.3510
H -3.773 -4.758 2.999 0.01 0.00 0.00 0.3381
H 1.602 3.041 1.236 0.00 -0.04 -0.03 0.3457
H 3.051 -5.464 -8.692 -0.01 -0.01 0.00 0.3831
H -4.625 4.370 6.113 0.00 0.01 0.01 0.3769
H -3.389 -2.332 2.518 -0.05 0.01 0.04 0.3121
H 0.100 2.582 -3.774 -0.07 -0.06 0.02 0.5079
H -2.464 2.837 5.655 0.01 0.00 -0.01 0.2871
H -1.762 6.963 4.341 0.01 0.01 0.01 0.3553
H 0.563 1.720 0.755 -0.03 0.01 0.00 -0.0331
H -2.890 -1.049 4.813 -0.02 0.01 -0.08 0.4605
H -4.009 6.153 4.537 0.00 -0.01 0.00 0.2933
H 2.843 -0.987 -0.855 -0.04 0.00 0.04 0.3961
H 1.556 2.591 -2.767 -0.02 0.06 -0.06 0.4488
H 3.488 1.524 1.569 -0.05 0.03 0.01 0.3445
H -1.174 2.043 3.295 -0.03 -0.02 -0.11 -0.1685
H -1.475 -5.579 2.596 -0.04 0.01 -0.01 0.3689
H 2.187 -1.060 -5.435 0.01 -0.06 0.01 0.2454
H 0.457 4.214 -1.420 0.00 -0.03 0.00 0.3674
H -0.357 -1.952 3.459 -0.03 0.01 -0.09 0.0199
H 0.533 -3.560 -6.530 -0.01 0.00 0.03 0.2634
H -1.299 0.420 4.900 0.00 0.02 -0.04 0.3074
H -2.830 -4.611 4.466 -0.02 0.00 -0.03 0.2866
H 0.328 -0.076 4.554 -0.04 0.01 0.03 0.5118
H -1.446 6.746 6.081 0.00 -0.02 0.01 0.3683
H -0.843 0.846 2.070 0.04 -0.01 0.03 0.3526
H -0.131 0.112 -2.667 -0.02 0.08 -0.03 0.2986
H 2.449 0.125 1.418 0.06 0.01 -0.01 0.4373
H 1.583 -6.386 -7.018 0.02 0.01 0.00 0.3403
H -4.300 -2.652 3.978 0.02 -0.03 0.02 0.3036
H 1.342 0.937 -5.058 -0.04 -0.03 -0.05 0.4602
H -3.213 3.608 4.225 0.00 0.00 0.00 0.3972
H 0.381 -5.540 -7.985 0.00 -0.02 0.01 0.3639
H -1.758 -4.122 1.636 0.01 -0.01 0.02 0.2340
H -1.916 -2.455 5.158 -0.04 0.08 0.04 0.2550
H 1.624 1.136 3.404 0.02 0.00 -0.08 0.6353
H 2.781 -5.050 -5.057 0.05 -0.01 -0.07 0.4144
H 2.835 -1.981 -3.316 0.01 0.06 0.00 1.0055
H -3.857 6.866 6.138 -0.01 0.00 -0.01 0.3408
H 2.372 2.021 -0.889 0.00 0.04 0.01 0.1019
H -0.170 0.314 -4.982 0.00 -0.06 0.03 0.4298
H -1.178 4.068 -2.128 0.04 0.00 0.00 0.3633
H 2.870 0.405 -3.065 -0.01 -0.02 0.06 0.2990
H 1.239 -0.331 -0.607 0.02 0.02 -0.03 0.4507
H 2.447 -3.311 -4.946 -0.04 -0.14 0.04 -0.9371
H 0.341 -4.938 -5.438 -0.01 -0.02 -0.02 0.4093
H -3.198 4.686 7.098 0.00 0.00 0.00 0.3285
H -0.888 3.636 -0.420 -0.02 0.01 -0.03 0.2185
H 2.017 -4.032 -8.914 0.01 0.01 0.00 0.3803
```
Forces are in eV/Å.

Computed properties:
LUMO level ... -2.9 eV
Charge ... +1
HOMO-LUMO gap ... 9.036 eV


# 2
Entry from the Open Molecules 2025 dataset: a cluster of 3 separate species, C26H54BrFN4O11P2 in total in a non-equilibrium geometry (ωB97M-V with the def2-TZVPD basis set).

Geometry as XYZ:
```
99
Properties=species:S:1:pos:R:3:forces:R:3:mulliken_charge:R:1
Br -1.805 2.937 -1.346 -0.78 -0.26 0.36 -0.0299
P 6.067 1.338 -3.793 -1.18 -1.82 -6.46 1.2214
P -4.925 -3.832 4.277 3.85 -5.19 2.25 1.0970
F 0.538 1.587 4.930 0.22 0.84 -0.24 -0.2782
O 0.393 5.617 -1.103 -0.04 0.26 0.35 -0.5988
O -5.128 -5.377 4.786 -0.44 0.55 -0.02 -0.3657
O -3.367 -3.590 4.698 -0.91 0.33 -0.08 -0.3427
O 6.777 0.448 -4.973 0.26 0.32 0.57 -0.3487
O 4.894 2.078 -4.655 0.58 0.02 0.65 -0.4307
O 0.038 0.462 3.130 0.89 0.76 0.45 -0.3361
O -5.534 -3.285 5.715 -0.88 1.61 -2.43 -0.2942
O 7.179 2.537 -4.034 -0.75 -0.47 2.92 -0.3140
O 2.449 1.704 1.303 -0.45 0.07 0.24 -0.4646
O -4.903 -4.006 2.798 -1.93 2.66 0.33 -0.7856
O 5.360 0.286 -3.012 1.28 1.85 2.39 -0.7740
N -1.747 -1.058 -4.293 0.54 -0.11 0.07 -0.6696
N -0.577 4.383 0.658 -0.08 0.64 -0.25 -0.0080
N -1.764 2.374 1.530 -0.92 1.40 -0.78 0.4519
N 1.029 2.522 2.875 -0.33 0.10 0.10 -0.2545
C 1.021 0.399 -1.438 -0.43 0.36 -0.43 -1.0347
C 8.236 2.667 -3.057 0.32 -0.06 0.13 -0.3051
C -4.304 -7.103 3.280 0.15 -0.15 0.16 -1.1158
C -0.992 3.010 0.501 1.39 -0.95 0.14 -1.6806
C 5.665 -1.643 -5.532 -0.02 0.01 -0.26 -0.9711
C -3.203 2.760 1.578 -0.39 -0.62 0.75 -0.7171
C 6.856 -0.974 -4.871 -0.24 -0.26 -0.05 -0.3137
C 0.300 4.625 -0.448 0.24 -1.22 0.22 -0.0379
C 1.107 3.322 -0.574 0.59 0.96 -0.09 -0.9757
C 0.378 2.273 0.308 0.13 0.48 -0.45 3.3050
C 4.610 4.200 -3.480 0.07 -0.06 0.15 -1.1811
C -0.442 -1.549 -3.803 0.05 0.06 0.41 -0.6640
C -6.885 -2.776 5.711 -0.33 -0.04 0.04 -0.2847
C 0.309 0.627 -2.792 0.34 -0.13 -0.29 0.0131
C -2.750 -2.349 4.350 0.15 0.36 0.02 -0.2767
C -5.514 -6.406 3.874 0.18 -0.18 -0.24 -0.3140
C 3.966 2.913 -3.967 -0.15 0.37 0.17 -0.0355
C -4.068 1.487 1.574 0.45 -0.25 0.25 -0.2878
C -3.297 -1.188 5.165 -0.17 -0.01 -0.08 -0.8811
C -7.902 -3.830 5.315 0.10 -0.15 -0.11 -1.0715
C 1.354 2.145 1.507 0.04 -0.24 -0.03 -0.7757
C 0.650 -0.463 -3.837 -0.86 -0.13 0.54 -0.9558
C 0.516 1.460 3.602 -1.06 -1.93 -0.58 0.4869
C -3.660 0.420 0.551 -0.48 -0.06 0.31 -0.9011
C 0.200 0.803 -0.193 0.99 -0.20 -0.27 -1.3132
C 9.111 1.430 -2.982 -0.11 -0.16 -0.08 -1.0697
H 5.611 -2.697 -5.256 0.01 0.00 0.00 0.3428
H -3.492 3.494 0.828 0.15 -0.19 -0.27 0.3945
H -3.425 0.850 -0.419 -0.02 -0.12 -0.07 0.1353
H 1.981 0.917 -1.457 0.12 -0.16 0.18 0.4555
H -5.133 1.719 1.526 0.03 0.24 -0.24 0.4406
H 4.726 -1.160 -5.263 0.05 -0.01 0.23 0.1648
H -0.148 -2.442 -4.355 0.05 0.06 -0.12 0.3703
H 1.632 -0.868 -3.592 0.08 -0.10 -0.33 0.4291
H 0.554 0.168 0.615 -0.17 -0.07 0.08 0.5945
H 9.952 1.599 -2.309 -0.03 0.04 0.01 0.4236
H -7.766 -4.145 4.275 -0.02 0.05 0.02 0.2987
H -1.306 5.084 0.730 -0.13 -0.07 -0.03 0.3596
H -7.090 -2.420 6.720 0.20 -0.03 0.03 0.3634
H 1.241 -0.668 -1.364 0.00 -0.01 0.11 0.6103
H 0.446 3.352 2.932 0.30 0.24 0.22 0.4541
H 8.552 0.567 -2.609 0.02 0.05 0.04 0.2984
H -3.267 -1.413 6.230 0.06 -0.01 0.00 0.2997
H -2.822 -0.164 0.925 0.25 0.19 -0.13 0.1535
H 3.511 2.367 -3.132 0.05 -0.07 -0.04 0.0586
H 3.169 3.158 -4.671 0.08 -0.18 -0.13 0.3604
H -4.341 -0.987 4.904 0.05 0.07 0.01 0.1525
H -7.798 -4.718 5.938 -0.01 0.03 0.06 0.2551
H 6.956 -1.281 -3.831 -0.14 0.08 0.04 0.3185
H 1.386 3.064 -1.591 -0.55 -0.11 -0.15 -0.0342
H -2.720 -0.282 4.974 0.04 -0.04 -0.04 0.3231
H -0.841 0.527 -0.346 -0.15 0.35 0.08 0.3005
H -1.561 -0.230 -4.845 -0.30 0.04 -0.16 0.2806
H -2.301 -0.762 -3.502 -0.16 0.09 -0.07 0.3112
H 7.774 -1.278 -5.378 0.02 0.18 -0.05 0.3879
H -6.943 -1.916 5.037 -0.01 0.03 0.07 0.2836
H 0.635 -0.058 -4.851 0.36 0.09 -0.01 0.3572
H -0.586 -1.853 -2.760 0.09 -0.20 -0.03 0.2788
H -3.541 -6.394 2.962 -0.16 0.13 -0.12 0.2927
H 5.752 -1.577 -6.618 0.01 -0.02 0.01 0.2901
H -1.685 -2.462 4.551 -0.03 -0.16 -0.01 0.3000
H 7.797 2.885 -2.080 0.03 0.07 -0.02 0.2995
H -6.110 -7.124 4.439 0.04 0.10 0.15 0.3812
H -3.928 1.034 2.561 -0.08 0.01 0.03 0.0598
H -6.162 -6.006 3.094 0.12 0.11 -0.05 0.3313
H -1.372 2.739 2.387 0.14 -0.32 0.13 0.2020
H -8.915 -3.440 5.416 0.02 0.04 0.01 0.4212
H 5.135 4.701 -4.293 -0.05 0.00 -0.04 0.3205
H -0.767 0.630 -2.622 -0.03 0.03 -0.10 -0.0143
H 8.832 3.530 -3.352 -0.15 0.03 -0.14 0.3603
H 2.061 3.641 -0.141 0.08 -0.35 0.07 0.3916
H 0.552 1.591 -3.246 -0.01 0.19 0.35 0.3372
H -2.868 -2.161 3.279 0.00 -0.06 0.02 0.2889
H -3.840 -7.749 4.028 -0.02 -0.01 -0.01 0.2906
H -3.384 3.230 2.549 0.00 0.21 -0.10 0.3239
H -4.477 -0.297 0.452 -0.05 0.05 -0.21 0.5078
H 9.492 1.168 -3.968 0.03 0.06 -0.01 0.2564
H -4.592 -7.719 2.427 -0.01 0.00 0.01 0.3419
H 3.856 4.875 -3.071 -0.02 -0.03 -0.02 0.4614
H 5.344 3.999 -2.694 -0.06 0.05 0.02 0.2172
```
Forces are in eV/Å.

Computed properties:
LUMO level ... 0.1 eV
Charge ... 0
HOMO-LUMO gap ... 9.288 eV
SMILES ... CCCN[C@@]1(Br)NC(=O)C[C@@]1(CCCCCN)C(=O)NC(=O)F.CCOP(=O)(OCC)OCC.CCOP(=O)(OCC)OCC


- Which formula does entry 1 have?
  C26H53INO5S2